[1]
Molecular formula: C6H32O13
Method: DFT, ωB97M-V/def2-TZVPD

Cartesian coordinates (Å):
O 1.377 0.616 -0.741
C 1.103 1.488 -1.797
C -0.051 2.341 -1.299
O -0.951 1.495 -0.588
H 2.185 0.086 -0.837
H 1.983 2.101 -1.999
H 0.707 0.893 -2.620
H -0.588 2.812 -2.109
H 0.265 3.146 -0.566
H -0.404 0.781 -0.237
O -5.291 -2.112 0.771
C -4.104 -2.408 0.079
C -3.358 -1.048 -0.099
O -3.177 -0.528 1.181
H -5.642 -2.918 1.108
H -3.448 -3.179 0.595
H -4.405 -2.717 -0.863
H -3.789 -0.295 -0.763
H -2.355 -1.325 -0.435
H -3.364 -1.222 1.814
O -0.678 -3.176 -1.298
C 0.699 -2.755 -1.482
C 1.529 -4.016 -1.598
O 2.900 -3.764 -1.533
H -0.870 -3.355 -0.394
H 0.698 -2.227 -2.382
H 0.827 -2.081 -0.642
H 1.339 -4.435 -2.562
H 1.213 -4.614 -0.767
H 3.125 -2.903 -1.295
O -0.065 -0.622 1.622
H -0.744 -0.636 2.286
H 0.679 -0.986 2.109
O -3.343 2.020 0.632
H -2.501 1.946 0.215
H -3.510 1.109 0.875
O 0.310 4.459 2.048
H 0.619 3.555 2.072
H 0.977 4.882 2.560
O 1.591 5.028 -0.137
H 0.977 4.849 0.592
H 2.362 4.449 0.007
O 1.124 1.990 1.895
H 0.707 1.145 1.948
H 1.384 2.011 1.000
O 3.495 -1.212 -0.592
H 3.345 -0.583 0.139
H 4.274 -0.970 -1.095
O 3.774 0.619 1.542
H 3.243 0.746 2.343
H 3.826 1.519 1.293

Computed properties:
HOMO-LUMO gap: 9.11 eV
SMILES string: OCCO.OCCO.OCCO.O.O.O.O.O.O.O
net charge: 0

Atom charges from the Mulliken analysis, given in e for atoms 1 to 6: O -0.317; C -0.354; C -0.217; O -0.471; H 0.265; H 0.360


[2]
Molecular formula: C6H32O14
Method: DFT, ωB97M-V/def2-TZVPD

Cartesian coordinates (Å):
C 2.346 1.249 1.437
C 1.011 0.965 1.096
C 0.718 0.745 -0.238
C 1.767 0.841 -1.161
O 1.412 0.999 -2.496
C 3.065 1.194 -0.844
C 3.406 1.312 0.517
H 2.612 1.444 2.443
H 0.252 0.925 1.856
H -0.299 0.702 -0.611
H 1.786 0.262 -3.004
H 3.736 1.441 -1.652
H 4.438 1.463 0.812
H 0.109 -2.442 2.917
H -0.442 -1.103 3.328
O 0.392 -1.607 3.351
H -2.433 -3.044 2.770
H -3.325 -2.587 1.484
O -2.931 -2.354 2.332
H 0.554 4.261 -2.025
H 1.379 2.941 -1.977
O 0.855 3.552 -1.451
H 1.884 -2.071 0.479
H 0.777 -1.868 -0.449
O 1.688 -2.208 -0.485
H -1.007 4.256 -0.262
H -0.268 3.358 0.660
O -1.173 3.656 0.471
H 0.999 -1.619 -4.497
H 1.598 -2.455 -3.544
O 1.652 -1.506 -3.790
H -2.120 -0.757 2.217
H -2.554 0.493 3.011
O -1.778 0.070 2.621
H -0.980 2.384 -2.238
H -0.292 1.668 -3.309
O -1.026 2.298 -3.206
H 2.946 -2.012 2.708
H 1.909 -1.009 2.350
O 2.647 -1.489 1.957
H -2.402 -3.447 -0.630
H -2.530 -1.949 -0.408
O -2.701 -2.810 0.044
H -1.103 -3.321 0.886
H 0.488 -3.091 0.642
O -0.211 -3.393 1.248
H -2.789 -0.363 -2.450
H -2.742 0.195 -1.005
O -2.925 -0.605 -1.530
H -2.610 2.200 0.603
H -3.096 2.489 -0.721
O -2.687 1.748 -0.257

Computed properties:
HOMO-LUMO gap: 8.75 eV
net charge: 0

Atom charges from the Mulliken analysis, given in e for atoms 1 to 6: C -0.648; C -0.965; C 0.388; C -0.078; O -0.459; C 0.327


[3]
Molecular formula: C6H33N2O9
Method: DFT, ωB97M-V/def2-TZVPD

Cartesian coordinates (Å):
C 0.152 -2.317 -2.679
C -0.487 -0.929 -2.612
C 0.317 0.014 -1.774
C -0.115 1.254 -1.520
N 0.663 2.233 -0.884
C 1.631 1.845 0.144
C 2.309 3.084 0.693
N 0.328 -2.909 -1.300
H 1.127 -2.221 -3.142
H -0.400 -3.041 -3.269
H -0.510 -0.574 -3.656
H -1.534 -1.033 -2.285
H 1.304 -0.273 -1.451
H -1.047 1.647 -1.899
H 0.144 3.054 -0.608
H 2.362 1.176 -0.305
H 1.135 1.303 0.963
H 2.816 3.656 -0.096
H 1.578 3.756 1.184
H 3.094 2.842 1.415
H 1.099 -2.468 -0.696
H 0.517 -3.907 -1.353
H -0.522 -2.811 -0.693
H 2.949 2.865 -2.220
H 1.735 2.240 -1.500
O 2.601 2.031 -1.893
H 0.586 -1.774 3.312
H -0.389 -0.799 2.648
O 0.274 -1.523 2.432
H 2.718 -1.361 0.041
H 1.654 -1.641 1.214
O 2.088 -2.025 0.414
H -0.766 -2.434 1.461
H -1.564 -3.803 1.373
O -1.403 -2.973 0.915
H -3.800 0.385 0.590
H -4.996 1.340 0.206
O -4.050 1.306 0.367
H -2.756 -1.788 0.972
H -4.139 -1.708 1.740
O -3.444 -1.186 1.331
H -1.857 1.083 2.778
H -2.420 -0.361 2.509
O -1.753 0.137 3.017
H -3.213 2.244 1.534
H -3.007 3.208 2.754
O -2.540 2.619 2.154
H 4.552 0.078 -0.409
H 3.303 0.617 -1.197
O 3.674 -0.162 -0.721

Computed properties:
HOMO-LUMO gap: 8.84 eV
net charge: +1

Atom charges from the Mulliken analysis, given in e for atoms 1 to 6: C -0.800; C -0.907; C 0.577; C -0.778; N -0.157; C 0.698


no.,LUMO energy (Ha),largest force on an atom (eV/A)
1,-0.0166,2.88
2,0.0012,2.54
3,-0.0922,6.34